Record 1
C25H47N3O11P2S2 | ωB97M-V/def2-TZVPD

Values from the calculation:
* gap between HOMO and LUMO: 8.1 eV
* strongest force on any atom: 7.8 eV Å⁻¹
* LUMO: -0.03369 hartree
* total energy: -3451.759004 hartree

Last column: Mulliken charge in e.
CARTESIAN COORDINATES (ANGSTROEM)
C (2.723, -2.262, 2.983)  -1.024
C (3.056, -1.073, 2.041)  -0.490
N (2.709, 0.267, 2.507)  0.316
C (1.277, 0.540, 2.638)  -1.126
C (0.595, 0.077, 3.957)  -0.195
C (-0.699, 0.819, 4.275)  -0.049
C (-1.924, 0.042, 4.363)  -0.476
C (-3.150, 0.547, 4.671)  -0.114
S (-4.575, -0.566, 4.763)  1.568
C (-4.697, -1.517, 3.236)  -0.848
O (-4.327, -1.469, 5.864)  -0.743
O (-5.763, 0.205, 5.021)  -0.671
C (-3.262, 1.962, 4.938)  0.672
N (-4.358, 2.669, 5.289)  -0.549
S (-3.778, 4.169, 5.435)  0.104
N (-2.199, 4.062, 5.087)  -0.681
C (-2.047, 2.739, 4.825)  0.622
C (-0.778, 2.167, 4.498)  -0.750
C (3.512, 0.756, 3.584)  0.481
C (4.205, 2.122, 3.340)  -1.222
O (3.729, 0.194, 4.633)  -0.527
H (3.320, -3.167, 2.781)  0.370
H (1.666, -2.551, 2.820)  0.253
H (2.819, -2.043, 4.055)  0.283
H (2.558, -1.277, 1.076)  0.336
H (4.138, -1.104, 1.819)  0.419
H (1.154, 1.643, 2.589)  0.295
H (0.777, 0.165, 1.730)  0.345
H (0.316, -0.984, 3.825)  0.123
H (1.238, 0.112, 4.849)  0.439
H (-1.850, -1.038, 4.191)  0.381
H (-5.277, -2.424, 3.439)  0.446
H (-3.682, -1.778, 2.901)  0.333
H (-5.179, -0.867, 2.492)  0.154
H (0.128, 2.773, 4.419)  0.557
H (4.566, 2.218, 2.307)  0.320
H (5.092, 2.145, 3.995)  0.393
H (3.554, 2.950, 3.657)  0.231
O (-1.763, 1.718, 0.275)  -0.760
P (-2.694, 2.637, -0.460)  1.398
O (-4.122, 1.837, -0.263)  -0.474
C (-4.540, 1.542, 1.067)  -0.126
C (-5.045, 2.769, 1.805)  -0.897
O (-2.273, 2.203, -1.995)  -0.446
C (-0.959, 1.699, -2.258)  -0.415
C (-0.963, 0.183, -2.316)  -0.916
O (-3.388, 4.004, -1.044)  -0.463
C (-4.412, 3.957, -2.051)  -0.126
C (-5.804, 4.081, -1.462)  -1.067
H (-3.719, 1.080, 1.624)  0.262
H (-5.338, 0.800, 0.996)  0.133
H (-4.350, 3.608, 1.715)  0.268
H (-5.188, 2.537, 2.862)  0.341
H (-6.003, 3.097, 1.401)  0.269
H (-0.250, 2.060, -1.513)  0.292
H (-0.637, 2.102, -3.220)  0.377
H (-1.538, -0.259, -1.502)  0.271
H (0.054, -0.213, -2.277)  0.252
H (-1.427, -0.160, -3.243)  0.348
H (-4.333, 3.068, -2.671)  0.216
H (-4.229, 4.819, -2.694)  0.416
H (-6.160, 3.124, -1.081)  0.172
H (-6.517, 4.392, -2.229)  0.442
H (-5.827, 4.792, -0.635)  0.256
O (2.351, -1.941, -3.114)  -0.565
P (3.522, -2.692, -3.671)  1.040
O (3.627, -2.017, -5.170)  -0.346
C (3.772, -0.600, -5.267)  -0.329
C (5.170, -0.141, -4.889)  -0.930
O (2.740, -4.105, -4.016)  -0.423
C (1.585, -4.487, -3.265)  -0.286
C (0.313, -4.131, -4.014)  -1.041
O (4.962, -3.472, -3.771)  -0.441
C (5.341, -4.206, -4.947)  -0.084
C (6.259, -3.409, -5.852)  -1.082
H (3.027, -0.100, -4.645)  0.270
H (3.560, -0.327, -6.302)  0.317
H (5.494, -0.577, -3.941)  0.249
H (5.206, 0.946, -4.808)  0.399
H (5.893, -0.443, -5.648)  0.222
H (1.597, -4.031, -2.275)  0.248
H (1.631, -5.567, -3.116)  0.359
H (0.354, -3.127, -4.435)  0.253
H (-0.558, -4.197, -3.359)  0.349
H (0.163, -4.813, -4.853)  0.320
H (4.476, -4.569, -5.496)  0.227
H (5.884, -5.080, -4.583)  0.410
H (5.695, -2.724, -6.484)  0.169
H (6.801, -4.075, -6.527)  0.430
H (6.971, -2.815, -5.279)  0.267

***

Record 2
C25H48BBrFN4O7S | ωB97M-V/def2-TZVPD

Values from the calculation:
* net charge: +1
* gap between HOMO and LUMO: 8.7 eV
* strongest force on any atom: 1.4 eV Å⁻¹
* LUMO: -0.11614 hartree
* total energy: -4823.667734 hartree

Last column: Mulliken charge in e.
CARTESIAN COORDINATES (ANGSTROEM)
C (-2.271, 0.575, -5.188)  -0.106
C (-1.752, 0.938, -4.175)  -1.713
C (-1.047, 1.309, -2.924)  1.375
F (-1.004, 2.692, -2.951)  -0.360
N (0.315, 0.874, -2.859)  2.127
N (1.082, 1.498, -3.851)  -1.003
C (1.950, 2.601, -3.357)  -0.233
C (1.832, 3.798, -4.284)  -1.336
C (0.649, -0.454, -2.485)  -1.556
C (2.088, -0.448, -1.956)  -1.369
Br (0.776, -1.690, -4.067)  0.037
C (-0.245, -0.978, -1.319)  1.494
C (-0.041, -2.458, -0.994)  -1.126
C (0.260, -2.838, 0.467)  -1.019
C (1.423, -2.102, 1.156)  -0.551
C (0.954, -1.169, 2.282)  0.008
C (2.061, -0.850, 3.289)  -0.759
O (1.545, -1.099, 4.614)  -0.320
C (1.750, -0.069, 5.499)  0.556
C (3.183, 0.180, 5.890)  -0.804
O (0.828, 0.564, 5.910)  -0.527
N (-1.711, -0.527, -1.344)  0.405
S (-2.401, -0.826, 0.316)  -0.005
B (-2.681, -1.366, -2.305)  0.437
O (-2.082, -1.984, -3.332)  -0.452
N (-4.089, -1.511, -1.984)  -0.168
C (-4.879, -1.101, -3.164)  -1.117
C (-4.394, -2.934, -1.719)  -1.091
C (-1.861, 0.973, -1.621)  -0.203
C (-1.254, 1.823, -0.497)  -0.803
C (-1.805, 3.244, -0.336)  -1.073
O (-0.657, 4.123, -0.295)  -0.201
C (-0.712, 5.093, 0.644)  0.020
O (-1.706, 5.661, 0.970)  -0.461
O (-3.157, 1.249, -1.992)  -0.217
C (-4.171, 1.502, -1.006)  -0.213
C (-5.043, 2.666, -1.463)  -1.614
H (-2.871, 0.492, -6.068)  0.520
H (1.649, 0.823, -4.347)  0.367
H (2.984, 2.250, -3.310)  0.476
H (1.608, 2.857, -2.356)  0.147
H (2.675, 4.478, -4.175)  0.416
H (1.808, 3.470, -5.322)  0.337
H (0.913, 4.348, -4.092)  0.270
H (2.445, -1.450, -1.739)  0.437
H (2.761, -0.030, -2.698)  0.468
H (2.139, 0.168, -1.057)  0.400
H (0.171, -0.424, -0.474)  -0.296
H (-0.869, -3.087, -1.336)  0.303
H (0.799, -2.827, -1.580)  0.741
H (0.489, -3.904, 0.446)  0.534
H (-0.616, -2.763, 1.108)  0.444
H (2.070, -1.565, 0.465)  0.327
H (2.048, -2.856, 1.636)  0.619
H (0.548, -0.239, 1.877)  -0.288
H (0.180, -1.676, 2.856)  0.257
H (2.933, -1.490, 3.145)  0.390
H (2.385, 0.190, 3.230)  0.384
H (3.833, -0.483, 5.320)  0.241
H (3.327, 0.004, 6.951)  0.335
H (3.434, 1.207, 5.632)  0.299
H (-2.389, -2.161, 0.232)  -0.006
H (-2.162, -1.577, -4.205)  0.278
H (-4.532, -0.148, -3.559)  0.306
H (-5.925, -0.997, -2.878)  0.368
H (-4.828, -1.840, -3.972)  0.385
H (-4.209, -3.562, -2.596)  0.368
H (-3.805, -3.329, -0.892)  0.294
H (-5.449, -3.005, -1.460)  0.407
H (-1.302, 1.335, 0.476)  0.751
H (-0.186, 1.936, -0.678)  0.419
H (-2.353, 3.366, 0.593)  0.725
H (-2.415, 3.551, -1.179)  0.141
H (0.267, 5.303, 1.084)  0.399
H (-3.758, 1.706, -0.019)  0.376
H (-4.803, 0.624, -0.885)  0.440
H (-4.481, 3.390, -2.048)  0.333
H (-5.826, 2.283, -2.119)  0.416
H (-5.546, 3.123, -0.615)  0.404
C (5.898, -2.315, 7.549)  -0.843
C (5.936, -3.197, 6.315)  -0.300
O (6.617, -2.571, 5.229)  -0.523
H (5.420, -1.365, 7.311)  0.145
H (5.348, -2.797, 8.358)  0.309
H (6.906, -2.093, 7.905)  0.354
H (4.927, -3.400, 5.959)  0.242
H (6.413, -4.156, 6.544)  0.331
H (7.520, -2.393, 5.508)  0.299

***

Record 3
C25H48BrClHoO2P2 | ωB97M-V/def2-TZVPD

Values from the calculation:
* net charge: -1
* gap between HOMO and LUMO (alpha / beta): 5.8 / 5.8 eV
* 2S+1: 5
* strongest force on any atom: 4.1 eV Å⁻¹
* LUMO (alpha / beta): 0.09036 / 0.09038 hartree
* total energy: -5796.689802 hartree

Last column: Mulliken spin population.
CARTESIAN COORDINATES (ANGSTROEM)
Ho (0.040, 0.007, -0.118)  4.118
P (-1.420, 2.043, -1.060)  -0.035
C (-0.803, 2.184, -2.761)  0.002
C (-3.175, 1.725, -0.988)  0.001
C (-0.726, 3.398, -0.086)  0.007
C (-0.452, 0.906, -3.564)  0.001
H (0.122, 2.756, -2.620)  0.001
C (-1.851, 3.012, -3.511)  0.000
H (-2.673, 2.378, -3.858)  0.000
H (-1.350, 3.431, -4.377)  0.000
H (-2.251, 3.839, -2.908)  0.000
H (0.575, 0.580, -3.377)  0.000
H (-0.528, 1.167, -4.634)  0.000
H (-1.145, 0.071, -3.381)  0.000
H (0.341, 3.361, -0.334)  0.003
C (-0.848, 3.313, 1.446)  -0.007
C (-1.377, 4.676, -0.600)  0.002
H (-0.955, 4.957, -1.565)  0.000
H (-1.157, 5.454, 0.120)  0.000
H (-2.473, 4.568, -0.674)  0.000
H (-0.946, 2.293, 1.792)  0.004
H (-1.717, 3.858, 1.830)  0.000
H (0.073, 3.702, 1.891)  -0.001
C (-3.581, 0.416, -1.691)  0.000
H (-3.446, 2.593, -1.609)  0.000
C (-3.784, 1.871, 0.412)  0.000
H (-3.391, 0.452, -2.768)  0.000
H (-4.662, 0.307, -1.530)  0.000
H (-3.087, -0.463, -1.247)  0.000
H (-3.285, 1.237, 1.158)  0.001
H (-4.823, 1.533, 0.327)  0.000
H (-3.779, 2.915, 0.738)  0.000
Cl (-2.194, -1.110, 0.808)  -0.006
H (-0.006, -0.921, -1.831)  -0.021
H (0.747, 1.310, 1.089)  -0.032
P (1.752, -1.822, 0.841)  -0.026
C (3.185, -0.881, 1.444)  0.002
C (1.086, -2.899, 2.110)  -0.001
C (2.199, -2.580, -0.753)  0.004
C (2.962, 0.460, 2.180)  0.000
H (3.716, -0.660, 0.512)  0.001
C (3.998, -1.831, 2.325)  -0.001
H (3.589, -1.866, 3.341)  0.000
H (5.005, -1.419, 2.377)  0.000
H (4.064, -2.843, 1.913)  0.000
H (2.786, 1.277, 1.480)  -0.002
H (3.883, 0.682, 2.739)  0.000
H (2.130, 0.431, 2.895)  -0.001
H (2.638, -1.731, -1.300)  0.004
C (1.031, -3.152, -1.600)  -0.008
C (3.262, -3.638, -0.469)  0.000
H (4.223, -3.174, -0.223)  0.000
H (3.381, -4.221, -1.382)  0.000
H (2.951, -4.322, 0.339)  0.000
H (0.033, -2.788, -1.300)  0.003
H (1.033, -4.246, -1.550)  0.000
H (1.211, -2.847, -2.640)  0.000
C (0.651, -2.203, 3.378)  -0.001
H (2.017, -3.397, 2.350)  0.000
C (0.056, -3.907, 1.604)  0.002
H (1.445, -1.764, 3.975)  0.000
H (-0.052, -2.808, 3.962)  0.000
H (-0.008, -1.369, 3.136)  0.003
H (-0.826, -3.418, 1.177)  0.000
H (-0.262, -4.482, 2.476)  0.000
H (0.495, -4.593, 0.877)  0.000
Br (-2.458, -2.902, 3.300)  0.000
C (-2.744, -1.074, 3.804)  0.000
C (-3.937, -1.050, 4.515)  0.000
C (-4.490, 0.105, 5.010)  0.000
C (-3.817, 1.312, 4.791)  0.000
C (-2.619, 1.349, 4.080)  0.000
C (-2.034, 0.177, 3.513)  -0.001
C (-0.581, 0.405, 2.986)  -0.006
O (0.078, 1.339, 3.500)  -0.001
O (-0.006, -0.297, 2.129)  -0.008
H (-4.477, -1.981, 4.691)  0.000
H (-5.439, 0.060, 5.559)  0.000
H (-4.252, 2.229, 5.174)  0.000
H (-2.126, 2.295, 3.950)  0.000